{
  "formula": "C84H210N9O20P5",
  "method": "ωB97M-V/def2-TZVPD",
  "e_homo_ev": -7.93,
  "homo_lumo_gap_ha": 0.310,
  "max_force_ha_per_bohr": 0.086,
  "elements": ["C", "H", "H", "C", "C", "H", "H", "C", "C", "C", "H", "H", "H", "C", "H", "H", "H", "H", "C", "C", "C", "H", "C", "C", "H", "H", "H", "H", "P", "C", "H", "H", "H", "H", "H", "H", "H", "C", "H", "H", "C", "H", "H", "H", "H", "H", "O", "C", "H", "H", "H", "H", "H", "H", "H", "H", "H", "H", "C", "H", "H", "N", "H", "H", "H", "C", "H", "O", "H", "H", "H", "H", "H", "H", "O", "H", "C", "H", "H", "C", "C", "C", "H", "H", "H", "N", "H", "H", "H", "H", "C", "H", "H", "C", "H", "C", "H", "H", "H", "H", "H", "H", "P", "H", "C", "H", "H", "H", "H", "P", "C", "H", "H", "O", "C", "H", "H", "C", "H", "H", "H", "H", "C", "C", "H", "C", "N", "H", "C", "H", "H", "C", "H", "C", "H", "H", "C", "H", "C", "O", "H", "C", "H", "O", "H", "H", "C", "H", "H", "H", "C", "C", "H", "O", "C", "H", "H", "C", "H", "O", "H", "N", "P", "H", "C", "H", "C", "H", "H", "H", "H", "H", "C", "C", "C", "N", "O", "H", "C", "H", "H", "H", "H", "H", "C", "C", "O", "H", "H", "H", "C", "H", "H", "H", "N", "O", "H", "H", "C", "C", "C", "O", "C", "H", "O", "H", "C", "H", "H", "H", "N", "H", "H", "C", "H", "H", "O", "H", "C", "C", "C", "H", "H", "H", "H", "C", "H", "H", "H", "P", "C", "H", "C", "H", "H", "C", "C", "C", "H", "C", "H", "H", "N", "O", "H", "C", "H", "O", "H", "H", "H", "H", "H", "H", "C", "C", "H", "H", "H", "H", "O", "H", "H", "C", "H", "H", "H", "C", "H", "H", "O", "H", "H", "H", "H", "H", "H", "N", "H", "H", "H", "H", "O", "H", "H", "H", "H", "C", "H", "C", "C", "H", "H", "H", "H", "H", "C", "H", "H", "H", "C", "H", "H", "H", "C", "C", "C", "H", "H", "H", "C", "H", "H", "C", "O", "H", "H", "H", "H", "H", "H", "C", "H", "H", "H", "H", "H", "H"],
  "coordinates": [[0.292, -2.093, 3.194], [-3.090, -7.022, 0.432], [7.110, 1.076, -5.177], [-4.646, 4.650, 3.290], [-3.102, -6.438, -0.513], [2.933, -1.565, -8.524], [3.170, 7.172, 6.943], [1.275, -2.584, 6.667], [-2.414, 2.960, -5.980], [4.584, 1.891, -2.430], [2.596, -2.686, 9.686], [-3.700, -5.819, -3.614], [-5.537, -2.880, 5.465], [-4.359, 3.910, 4.551], [-0.489, 2.311, -4.133], [0.024, 3.202, -6.611], [-4.997, -1.036, -0.942], [0.443, -4.042, 8.771], [2.368, -0.840, -7.885], [-2.558, 2.801, -2.079], [-1.539, -2.603, -2.501], [4.031, 1.833, -3.372], [0.291, 1.291, 4.651], [1.325, 5.253, -0.462], [10.288, 2.380, -3.530], [8.179, 3.690, -3.773], [-5.418, 5.382, 3.400], [0.913, 5.917, 6.882], [-0.513, 5.166, 4.708], [-1.255, 6.554, 2.787], [1.923, 8.000, 6.063], [7.854, -2.848, -4.376], [2.007, -4.812, -5.280], [3.760, -0.570, 9.296], [-3.664, 1.145, -1.410], [-0.500, -5.329, 2.362], [-3.003, 2.442, -5.237], [6.439, 1.792, -4.668], [-0.696, -3.053, 7.476], [3.789, 4.816, 4.184], [-6.512, 3.406, 2.425], [-3.565, -3.078, -5.449], [4.749, 0.875, -2.063], [-3.488, 3.302, 4.298], [-2.260, 0.324, -5.621], [5.902, -2.030, 3.973], [-4.275, -0.416, -3.439], [-0.167, -2.176, 7.110], [-0.335, -1.331, -3.916], [-2.111, -1.721, -4.276], [4.296, 4.635, 0.415], [1.904, -4.832, 9.047], [-3.711, 5.205, 3.018], [-1.209, -3.553, -2.972], [5.103, 0.490, 3.168], [-2.341, 1.781, 1.633], [-6.118, -2.198, -2.633], [1.254, -1.712, 2.921], [8.209, 2.753, -3.201], [-6.969, -2.473, -4.711], [0.418, 1.604, -7.076], [-1.610, 2.033, -6.709], [5.911, 0.159, -0.635], [-4.388, -4.190, 5.862], [2.809, -3.134, 1.237], [-0.195, 0.789, -0.123], [2.522, -3.774, -2.430], [-0.778, -2.270, -1.377], [-1.833, -1.933, 2.655], [5.031, -0.329, 5.617], [-3.144, 0.673, -7.041], [2.260, -2.354, -0.197], [0.006, 7.923, 3.976], [0.818, 0.640, 3.934], [-0.450, -1.882, 0.947], [-0.801, -0.005, -8.340], [-0.826, -1.486, 2.376], [6.696, 0.595, 0.821], [6.228, 2.811, -1.427], [4.733, 4.579, 3.615], [-3.893, 2.173, -1.740], [6.269, -2.820, 3.324], [1.509, 1.532, -1.260], [5.887, 2.781, -6.557], [-4.051, 0.431, 8.386], [-5.096, 3.781, 2.174], [1.488, -1.515, 8.947], [-0.750, -1.686, 6.334], [-5.105, -5.601, -0.239], [2.643, -1.378, 1.289], [1.343, -4.327, 8.271], [1.197, -5.354, -3.849], [-7.587, 1.182, -6.744], [6.633, -1.560, 0.691], [3.475, 0.135, 3.928], [-2.137, 0.708, -6.654], [5.732, 2.958, 4.542], [6.267, -0.687, -2.873], [-4.907, 1.812, 1.497], [9.243, 1.611, -4.698], [-2.608, -2.708, -2.246], [0.151, -5.076, 6.552], [-3.815, -0.800, 5.256], [-5.399, -2.799, 1.686], [-1.347, -0.376, -7.462], [-3.953, -4.509, 0.252], [-5.086, -4.363, -6.951], [1.403, -0.732, -8.314], [1.816, -0.565, -5.916], [4.035, -1.740, -4.451], [0.687, 0.887, -1.429], [0.398, 0.349, 0.689], [-0.337, 3.921, -0.577], [-4.380, 0.072, 6.483], [5.082, 0.683, 5.297], [-1.608, -4.263, 0.296], [-5.992, -3.809, 7.767], [3.549, 5.617, -1.312], [-6.226, -2.675, 3.221], [1.166, 2.095, -4.644], [-6.167, 0.855, -7.674], [-3.774, -0.869, 2.565], [-5.753, 1.217, -5.568], [-6.768, -1.938, -1.841], [-4.365, 1.975, 3.053], [-4.095, -5.256, -0.514], [5.329, -1.891, 1.257], [-2.643, 3.787, -2.599], [-0.221, 2.147, -6.381], [1.171, 3.352, 0.226], [1.665, -2.898, -3.756], [2.362, -2.147, 8.740], [-2.177, -8.253, -2.697], [2.191, -4.978, -4.201], [0.087, -6.675, -1.260], [-5.765, 2.337, -5.602], [0.458, 2.732, 4.096], [-6.130, -2.963, -6.125], [-4.722, -3.204, 6.089], [-6.215, 0.411, -1.939], [-0.471, 1.785, 0.224], [4.382, 0.821, 3.982], [-7.229, 3.530, 0.372], [-0.341, 3.628, 4.955], [-2.804, 4.193, -7.638], [-8.183, 2.520, 1.473], [7.783, -1.935, -3.760], [-2.046, 2.001, -2.715], [-0.883, -0.385, 2.420], [-4.131, -4.797, -1.511], [5.066, 3.095, 3.729], [-5.112, -3.197, 7.550], [0.602, 7.643, 2.287], [-1.348, 0.022, -0.317], [0.470, 4.199, 0.116], [-6.561, 2.618, 3.203], [-0.596, -6.901, 1.512], [6.230, 3.059, -5.545], [-4.638, -8.212, -3.268], [0.982, 5.802, 4.841], [0.956, 6.171, -3.284], [6.913, 2.043, -3.275], [-5.294, 0.653, -3.166], [0.135, 2.943, 3.065], [-5.738, -4.250, -4.404], [2.506, 5.917, -4.070], [-4.336, 2.489, 2.089], [-1.651, -6.762, -3.413], [3.357, 1.686, 0.205], [-0.116, 0.808, -4.747], [0.659, 1.229, 5.682], [-2.156, 2.122, 7.917], [-3.463, 0.418, 7.494], [6.365, -1.688, -3.353], [1.039, -5.388, 7.164], [3.900, 2.101, 3.667], [-2.912, -1.888, 0.034], [0.097, -1.831, 4.243], [3.518, -1.170, 8.414], [-6.918, -0.351, -6.495], [-5.161, 3.306, 4.950], [-2.845, 3.127, 0.619], [4.387, -3.201, 2.532], [-0.626, -0.763, -6.776], [2.335, -1.312, -6.432], [-1.029, -5.896, 1.609], [-3.698, -2.294, 5.828], [4.363, -1.799, 8.151], [-6.118, -7.574, -4.174], [2.306, 1.566, 2.607], [-6.624, 0.673, -6.709], [-4.519, -3.118, 3.073], [2.260, 4.995, 6.245], [3.092, 7.177, 5.158], [2.378, 4.711, -1.320], [-6.355, 0.817, -4.362], [5.810, -3.846, 1.622], [6.160, -3.764, 3.833], [-4.402, -4.891, -6.321], [5.881, 2.639, -2.471], [0.141, 1.877, -4.913], [-1.486, 5.795, 5.578], [-3.390, 3.696, -6.879], [5.960, -2.484, -2.669], [3.645, -1.677, -5.991], [-0.821, 8.622, 2.610], [-5.281, -2.458, 2.693], [-3.963, -5.767, -6.856], [-2.421, 3.457, 2.366], [8.181, -1.009, -4.225], [-5.085, -5.356, -5.160], [0.178, 1.260, -2.331], [-1.693, -0.508, -3.124], [1.940, 4.283, -2.623], [0.755, 5.896, -1.094], [-2.061, 6.764, 3.485], [-5.036, -0.599, 4.260], [-0.790, 1.101, 4.615], [-1.370, -1.475, -3.574], [2.436, -3.662, -3.508], [-6.660, -3.358, -5.246], [-6.952, -2.824, -1.221], [3.357, -0.569, 7.533], [-7.100, 4.257, 2.764], [0.327, -3.178, 3.061], [-5.252, -7.293, -3.535], [-3.409, -7.129, -1.343], [3.805, 6.353, 0.690], [4.597, -3.163, -0.336], [-1.497, -1.526, -0.156], [-6.077, -0.840, -1.093], [4.107, 0.567, 1.236], [1.672, 5.884, 6.143], [-1.995, 2.917, -1.185], [5.384, 5.854, -0.170], [-4.789, -1.014, 2.869], [-1.314, -7.566, -2.723], [-7.213, 2.825, 1.199], [-4.134, 4.226, -6.285], [-4.347, -6.337, -4.318], [-2.587, -3.753, -6.840], [1.906, -5.590, 6.549], [2.043, -3.154, 7.734], [-4.654, 2.049, -3.002], [-3.744, -6.897, -5.010], [1.623, 5.393, -3.729], [7.181, 3.558, -5.559], [3.495, -0.611, -3.628], [4.487, 4.888, 2.591], [-7.703, -1.583, -2.207], [1.090, 4.966, -4.562], [4.516, -1.404, -0.652], [-1.636, 6.471, 1.781], [4.184, 5.232, -2.142], [-0.284, 7.738, 2.904], [5.395, -3.001, 2.161], [1.828, 5.916, 0.242], [-2.745, -0.375, 7.625], [-6.654, 1.977, 0.853], [-0.020, 4.441, 1.043], [-2.550, -0.419, 4.646], [-6.262, -4.831, -3.637], [4.700, 1.405, 6.073], [2.929, -2.217, 0.673], [-3.989, 2.969, -7.437], [-2.303, 1.679, 6.226], [7.483, -1.711, 1.366], [3.924, 1.635, 1.165], [-5.558, -6.858, -2.581], [-0.130, -1.410, 7.874], [3.721, -3.187, -3.924], [1.743, -2.254, -6.425], [1.495, 2.999, 4.256], [1.019, -0.074, -1.798], [5.545, 5.219, 3.979], [-2.034, -6.056, 2.012], [2.913, 0.099, -7.922], [-1.755, -5.982, -0.820], [1.210, -3.199, 5.797], [8.406, -2.123, -2.887], [-0.084, -4.952, -0.092], [-1.749, 3.671, -5.475], [5.593, -1.746, -4.592], [5.733, 2.831, 2.858], [9.376, 1.009, -2.940], [3.218, 6.659, -1.632], [-6.463, -0.536, -0.136], [6.707, -0.172, 0.054], [-5.451, -0.283, 2.379], [3.192, 2.200, 2.410], [-3.169, -4.009, -5.988], [-0.926, -7.967, -0.661], [0.971, 3.672, -2.521], [-4.325, -3.540, 8.277], [0.826, -6.281, 7.740], [-5.487, -2.182, 7.760], [-0.928, -7.074, -1.321], [-3.559, 2.578, 7.000], [5.499, 1.202, -4.650], [-4.467, 2.792, -1.054], [-2.903, 2.717, 1.657], [-7.529, -3.971, -5.542], [6.143, 0.957, 5.250], [5.768, 3.683, -2.776], [9.343, 1.861, -3.610], [-2.861, 1.777, 7.167], [2.544, 7.119, 6.070], [2.800, 3.175, 2.218], [6.909, -2.260, -0.184], [8.316, 2.960, -2.103], [4.317, 5.675, -0.017], [-1.923, -1.240, -7.778], [7.719, -0.077, -0.354], [4.360, -2.163, 0.167], [-0.630, 5.291, 3.147], [2.997, -5.712, -4.118], [3.888, 2.440, -1.809], [-0.558, -8.161, -3.207], [4.859, 2.126, 0.971], [7.333, -2.635, 3.145], [2.565, 3.475, -3.077], [-1.118, -5.205, 0.221], [-2.531, -4.595, -5.333], [-5.033, -3.675, -3.802], [-4.763, 0.836, -5.550], [-3.973, 4.507, 5.343], [5.371, 3.636, -5.109], [1.834, -1.735, 6.363]],
  "forces_ev_per_angstrom": [[-1.0, 0.1, 0.7], [-0.4, 0.2, -0.3], [0.2, 0.5, 0.3], [0.7, 0.2, -0.9], [-0.3, 0.2, -0.6], [-0.4, 0.5, 0.5], [0.5, 0.0, 0.2], [-1.4, 1.0, 0.5], [-0.6, 0.7, 0.1], [-0.5, 0.1, -0.2], [0.0, 0.4, -0.6], [0.4, 0.1, 0.2], [-0.8, -0.5, -0.2], [0.9, -0.6, 0.1], [-0.1, 0.8, -0.5], [0.1, -0.3, 0.1], [-0.5, 0.0, -0.2], [-1.0, 0.2, 0.3], [2.2, -0.9, 0.0], [-0.1, -0.9, -1.8], [-0.4, 0.7, -2.4], [0.5, -0.2, -0.1], [-0.8, 1.4, -1.3], [0.9, 0.9, -1.0], [0.3, 0.2, 0.1], [0.2, 0.1, 0.2], [-0.4, 0.6, 0.1], [-0.5, 0.2, 1.0], [3.1, -0.5, 0.6], [0.7, 1.1, 0.1], [-0.4, 0.4, 0.2], [0.0, 0.6, -0.1], [0.3, 0.0, 0.4], [-0.1, 0.0, -0.3], [-0.4, 0.5, 0.5], [0.4, 0.2, 0.0], [-0.1, -0.2, 0.8], [-0.3, -0.6, -0.3], [-0.3, 0.2, 0.0], [1.0, -0.2, -0.2], [0.2, -0.5, -0.3], [1.0, -1.1, -0.7], [-0.3, 0.1, -0.1], [-0.1, -0.6, 0.4], [0.2, 0.1, 0.0], [0.0, 0.1, 0.2], [-1.1, 1.0, 0.4], [0.6, 0.2, -0.5], [-0.3, -0.5, -0.2], [-0.5, 0.0, -1.7], [-0.1, 0.8, -0.2], [0.7, 0.1, 0.1], [-0.8, -0.4, -0.1], [0.1, 0.3, 0.8], [-0.6, -0.2, 0.7], [0.0, 0.0, 0.3], [0.4, -0.4, -1.0], [0.6, 0.4, -0.2], [-1.2, -0.3, 1.4], [-0.3, 0.1, 0.4], [-0.1, -0.5, 0.1], [0.5, -0.6, -0.8], [0.6, -0.7, 0.1], [0.4, -0.6, -0.8], [-0.2, -0.1, 0.4], [2.0, 0.3, -1.1], [-0.3, 0.0, 0.2], [0.3, 0.2, 1.5], [1.3, 0.6, -0.6], [-0.1, -0.8, 0.6], [-0.5, 0.5, -0.3], [0.1, 0.4, 0.4], [-0.1, -0.4, -1.1], [-0.1, -0.1, 0.6], [-0.6, 0.1, 1.9], [-0.4, 0.2, 0.2], [-0.1, -1.0, -1.0], [-0.1, 0.1, 0.5], [0.2, -0.7, -0.4], [-1.7, 0.2, 0.2], [0.6, 0.1, -0.9], [0.6, 0.4, 1.4], [1.0, 0.5, 0.3], [0.5, 0.0, 0.3], [-0.3, 0.2, 0.8], [-0.5, -0.9, 0.2], [-0.1, -0.2, 0.3], [0.0, -0.3, -0.5], [0.1, -0.3, -0.5], [-0.1, 0.4, 0.0], [0.8, -0.5, -1.0], [0.9, -0.1, 0.0], [0.0, 0.4, 0.2], [0.1, -0.7, -2.2], [1.0, 0.4, 0.1], [-0.3, -2.0, -0.5], [0.0, -0.5, 1.3], [-0.2, -0.7, -0.4], [0.0, -0.3, -1.1], [0.1, -0.3, 1.0], [0.4, 0.1, -0.1], [0.9, -0.5, 0.4], [-1.2, 0.2, 0.8], [-0.1, 0.4, -0.9], [0.1, 0.9, 0.4], [0.8, 0.4, 0.0], [-0.3, 0.1, -0.6], [-0.9, 0.2, -0.1], [-0.2, 1.1, 1.7], [-0.7, 2.1, 0.6], [-1.7, -0.6, 0.2], [0.1, 0.0, -0.2], [0.4, -0.1, 0.1], [-0.4, -1.0, -1.9], [0.4, 1.8, 1.1], [-0.6, 0.7, 0.2], [0.1, -0.3, -0.4], [-0.5, 0.2, -2.3], [0.4, 0.4, -0.1], [0.4, -0.2, -0.1], [0.2, -0.4, -0.2], [0.6, 0.1, 0.0], [-1.6, 1.3, -1.3], [0.0, -0.2, 1.4], [0.2, 0.1, 0.3], [-0.7, -0.9, 0.3], [-0.1, 0.8, -1.0], [0.0, -0.9, 0.3], [0.8, 2.0, 0.4], [-0.7, 0.0, 0.3], [0.3, -0.6, 0.3], [0.0, 0.3, 0.9], [0.2, 0.2, 0.3], [-1.7, 0.0, -0.7], [0.1, -0.2, -0.5], [0.3, -0.8, 0.0], [0.0, 0.1, 1.3], [-0.3, -0.3, 0.2], [-0.9, 0.0, 1.0], [-0.1, -0.8, 1.4], [-0.3, -0.1, -0.2], [-0.2, -2.2, -1.6], [-0.2, 0.2, 0.0], [-0.2, -0.7, -0.1], [-0.3, 0.9, 0.0], [-1.3, -0.4, 0.1], [0.6, 0.1, 0.1], [-0.4, 1.4, 0.6], [0.0, -0.5, 0.1], [0.1, 0.0, 0.3], [-0.4, -0.6, -2.5], [-0.5, 0.6, 1.0], [0.2, -0.1, 0.0], [-1.2, 0.7, -0.4], [-0.2, -1.4, -0.1], [0.0, 0.3, 0.1], [0.2, 0.3, 0.1], [-1.4, -1.1, 0.8], [-0.9, 0.9, -0.4], [-0.3, -0.5, 0.6], [0.4, -0.5, -0.3], [0.3, -0.9, -1.2], [0.3, -2.9, -1.5], [0.2, -0.6, 0.3], [0.2, -1.5, 0.4], [0.3, -0.1, -0.2], [0.0, 1.3, 0.8], [0.6, -0.2, 0.5], [0.0, 0.5, 0.8], [0.8, 0.2, 0.1], [0.1, -0.1, -0.4], [0.1, -0.1, 0.2], [0.1, 1.1, 0.4], [-0.6, -0.3, 0.6], [-0.8, 1.1, 1.0], [1.5, 4.0, 1.0], [0.2, 0.1, 0.1], [0.1, -0.3, -0.2], [0.0, -1.5, 0.0], [0.5, -0.4, -0.4], [-0.3, -0.3, -0.1], [-0.1, -0.1, 0.9], [0.2, -0.3, -0.2], [0.9, -0.5, 0.3], [-0.5, -2.3, -2.2], [-0.8, -0.4, -0.5], [1.4, 1.2, -0.7], [0.5, 0.0, 0.2], [0.5, 0.1, 0.6], [0.1, 0.1, -0.5], [-0.2, 0.5, 0.7], [0.3, -0.4, 0.5], [0.3, -0.6, 0.1], [0.7, -0.4, -0.6], [1.1, 0.1, 0.8], [0.1, 0.0, 1.8], [-0.3, -0.9, -0.4], [0.4, -0.3, 0.7], [2.5, -0.7, -0.2], [0.5, 1.3, 0.7], [-0.8, -1.7, 0.1], [-0.9, 0.3, 0.3], [-0.2, -1.1, -0.1], [0.4, 0.7, -0.5], [0.0, 0.5, 0.3], [-0.3, 0.5, -0.4], [0.1, 0.2, 0.7], [-0.8, 0.4, 0.1], [-0.3, -0.9, -0.9], [-0.1, -0.8, -0.2], [-1.0, 0.1, 0.7], [-0.4, 0.3, 0.7], [0.1, -0.6, -0.3], [-1.9, -0.9, -1.7], [-0.9, 1.0, -0.3], [-0.3, -0.2, -0.1], [0.8, -1.0, 0.4], [0.4, -0.5, 0.2], [0.0, 0.3, 2.5], [0.0, 0.4, -0.2], [0.4, -0.8, -0.1], [0.1, 0.2, 0.0], [-0.4, 0.5, 0.0], [0.2, 0.2, 0.2], [-0.2, 0.1, 0.1], [0.6, -0.8, -0.2], [0.2, 0.5, 0.9], [0.8, -0.2, -0.1], [-0.1, 0.9, 0.5], [0.1, -0.9, -0.6], [1.1, 1.1, -0.7], [0.3, -0.2, 0.4], [-0.2, 0.4, -2.1], [0.5, 0.1, 0.7], [-0.3, 0.6, 0.1], [-2.6, 0.1, 0.1], [-1.2, 0.3, -0.2], [1.5, 0.8, 0.0], [0.4, 0.7, -0.2], [-1.1, 1.0, -0.4], [0.3, 0.4, -0.9], [0.2, 0.2, -0.2], [0.5, -0.9, 0.4], [0.3, 1.5, 0.9], [0.4, -0.3, -0.2], [-0.2, 0.1, 2.0], [0.0, 0.8, -0.3], [0.1, -1.6, -0.9], [0.3, -0.2, 0.2], [-0.8, 0.2, -0.4], [-0.1, -0.3, -0.3], [-0.4, -0.6, 0.9], [-0.1, -0.3, -0.3], [-0.1, 0.4, 0.6], [-0.1, -0.2, 1.2], [-0.2, 0.1, -0.9], [-0.3, -0.3, 0.4], [0.7, -0.2, 0.0], [0.0, -0.6, -0.3], [0.1, 0.2, 0.5], [1.0, 0.1, 0.1], [-0.6, 0.5, 0.0], [-0.2, -1.0, -0.6], [0.1, -0.8, -1.1], [0.1, -0.2, 0.0], [0.0, 0.0, 0.2], [-0.6, 0.3, 0.2], [-1.0, -0.2, -0.6], [-0.3, 0.0, -0.2], [0.0, -0.1, 0.5], [0.6, 0.0, -0.2], [0.0, 0.5, 0.3], [0.3, 0.4, -0.3], [0.4, -0.5, 0.5], [-0.1, -0.2, 0.0], [0.0, 0.1, 0.0], [0.0, 0.2, -0.2], [-0.1, -0.6, -0.7], [0.1, -0.8, -0.4], [0.0, 0.1, 0.2], [-0.5, -0.2, -0.1], [-0.3, 0.0, 0.0], [0.2, 0.0, 0.3], [-0.3, 0.2, 0.4], [0.0, -0.4, -0.3], [0.4, -0.9, 0.3], [-0.6, 0.0, 0.2], [0.5, 0.6, 0.8], [0.4, -0.5, -0.4], [-0.4, -2.1, -0.5], [-1.8, 0.7, 1.3], [-0.1, 0.2, 0.0], [1.1, 1.1, 0.3], [-0.5, 0.6, -0.9], [-0.4, -0.4, -0.3], [0.5, -0.2, 0.4], [0.2, -0.1, 0.1], [-0.7, 0.0, 0.1], [0.4, 0.5, 0.3], [-0.2, -0.4, 0.1], [0.3, 0.8, -0.3], [0.3, 0.5, -0.1], [-0.1, -0.2, -0.3], [-0.6, 0.4, -0.4], [0.1, 0.2, -1.2], [1.0, -0.5, -0.5], [-1.0, -0.1, 0.6], [0.0, 0.9, 0.1], [-0.5, 0.2, 1.0], [0.0, 0.3, -0.9], [-0.5, -1.5, 0.8], [-0.5, 0.1, 0.1], [-0.3, 0.0, -0.6], [0.8, 0.1, -0.6], [-1.1, 0.6, -0.4], [-0.2, 0.2, 0.4], [0.0, -0.1, 0.6], [0.7, 0.0, -0.1], [0.6, 0.3, 0.0], [-0.3, -0.2, -0.2], [0.2, 1.0, 0.5], [1.2, -0.5, 0.7], [0.2, 0.2, 0.3], [0.5, 0.4, -0.2], [1.1, -0.3, -0.6], [0.1, 1.0, 0.6], [1.1, 0.0, -0.3], [0.3, 1.1, -0.5]],
  "lowdin_charge": [-0.06, 0.11, 0.10, -0.24, -0.24, 0.10, 0.07, -0.25, -0.28, -0.11, 0.12, 0.08, 0.10, -0.10, 0.04, 0.12, 0.09, 0.09, -0.06, -0.06, -0.26, 0.06, -0.04, -0.25, 0.07, 0.10, 0.10, 0.10, 0.34, -0.25, 0.07, 0.09, 0.08, 0.08, 0.11, 0.05, 0.09, -0.24, 0.06, 0.08, -0.25, 0.09, 0.05, 0.06, 0.10, 0.07, -0.23, -0.06, 0.07, 0.02, 0.07, 0.11, 0.10, 0.12, 0.12, 0.06, 0.03, 0.05, -0.26, 0.05, 0.10, -0.19, 0.04, 0.11, 0.06, -0.23, 0.11, -0.18, 0.12, 0.04, 0.10, 0.08, 0.09, 0.06, -0.20, 0.07, -0.18, 0.05, 0.12, -0.07, -0.21, -0.09, 0.03, 0.08, 0.11, -0.13, 0.09, 0.04, 0.07, 0.05, -0.26, 0.08, 0.08, -0.25, 0.13, -0.24, 0.08, 0.10, 0.07, 0.08, 0.10, 0.08, 0.42, 0.05, -0.05, 0.04, 0.08, 0.04, 0.08, 0.38, -0.01, 0.11, 0.06, -0.17, -0.10, 0.06, 0.08, -0.26, 0.09, 0.07, 0.07, 0.08, -0.29, -0.06, 0.09, -0.07, -0.18, 0.11, -0.24, 0.08, 0.12, -0.25, 0.06, -0.06, 0.11, 0.13, -0.21, 0.06, -0.29, -0.17, 0.07, -0.31, 0.08, -0.18, 0.07, 0.06, -0.07, 0.09, 0.10, 0.06, -0.21, -0.07, 0.07, -0.17, -0.07, 0.11, 0.07, -0.07, 0.08, -0.22, 0.07, -0.17, 0.35, 0.11, -0.24, 0.05, -0.26, 0.06, 0.06, 0.06, 0.09, 0.08, -0.27, -0.26, -0.07, -0.18, -0.22, 0.06, -0.08, 0.06, 0.08, 0.06, 0.12, 0.03, -0.27, -0.06, -0.17, 0.07, 0.09, 0.09, -0.04, 0.07, 0.10, 0.06, -0.19, -0.17, 0.12, 0.08, -0.27, -0.29, -0.07, -0.20, -0.07, 0.12, -0.16, 0.07, -0.05, 0.12, 0.08, 0.07, -0.19, 0.05, 0.07, -0.24, 0.10, 0.09, -0.18, 0.04, -0.07, -0.25, -0.06, 0.09, 0.04, 0.11, 0.08, -0.09, 0.10, 0.07, 0.13, 0.36, -0.18, 0.04, -0.22, 0.01, 0.08, -0.21, -0.09, -0.08, 0.07, -0.26, 0.05, 0.07, -0.18, -0.17, 0.10, -0.06, 0.05, -0.24, 0.04, 0.08, 0.04, 0.11, 0.12, 0.11, -0.06, -0.30, 0.10, 0.10, 0.03, 0.05, -0.21, 0.11, 0.10, -0.08, 0.06, 0.05, 0.10, -0.06, 0.05, 0.06, -0.18, 0.12, 0.08, 0.07, 0.08, 0.06, 0.08, -0.19, 0.08, 0.07, 0.12, 0.12, -0.18, 0.12, 0.07, 0.13, 0.10, -0.09, 0.11, -0.24, -0.07, 0.12, 0.11, 0.10, 0.06, 0.08, -0.25, 0.07, 0.09, 0.12, -0.04, 0.09, 0.07, 0.10, -0.10, -0.04, -0.06, 0.09, 0.12, 0.13, -0.09, 0.06, 0.08, -0.24, -0.20, 0.08, 0.04, 0.06, 0.05, 0.07, 0.09, -0.24, 0.06, 0.09, 0.06, 0.06, 0.08, 0.09]
}